1.
Formula: C20H23N3O4
Source: the OMol25 dataset
Level of theory: ωB97M-V with the def2-TZVPD basis set

The geometry in XYZ format:
```
50
Properties=species:S:1:pos:R:3:forces:R:3
C -5.156135 2.919355 4.140607 0.084 -0.164 -0.182
C -4.475882 1.662741 3.608343 0.051 0.257 0.239
C -3.922377 0.812895 4.756628 -0.100 -0.017 -0.144
C -3.306611 2.045488 2.701487 -0.514 -0.331 0.065
O -2.719235 3.098495 2.788901 0.169 0.257 0.046
N -2.986853 1.051948 1.819589 -0.139 -0.393 -0.142
C -1.950410 0.999131 0.885371 0.320 0.070 -0.213
C -1.061307 2.052022 0.682569 -0.065 0.196 0.167
C -0.044415 1.923574 -0.242571 -0.016 -0.331 -0.201
C 0.097548 0.756776 -0.987849 -0.317 0.057 0.066
C 1.156565 0.607026 -2.018143 0.055 0.298 0.040
O 0.913044 0.229260 -3.150299 -0.077 -0.247 -0.148
N 2.424371 0.982885 -1.649709 0.038 0.177 -0.167
C 2.910719 0.860294 -0.291467 0.063 -0.076 0.348
C 3.820295 -0.391453 -0.206928 -0.037 -0.076 0.276
N 3.461464 -1.304692 -1.274855 0.075 -0.118 0.094
C 2.357843 -2.081451 -1.047810 0.106 -0.133 0.106
O 1.811013 -2.117441 0.039893 -0.249 0.026 0.020
C 1.921857 -2.952614 -2.158995 0.744 -0.437 -0.524
C 2.611791 -3.671016 -3.104328 -0.299 0.486 0.650
C 1.645336 -4.410731 -3.818018 -0.566 0.000 0.112
C 0.445091 -4.090425 -3.256569 0.371 -0.525 -0.670
O 0.605877 -3.226674 -2.252484 -0.247 0.334 0.465
C 3.822341 -0.783790 -2.577337 0.024 0.122 -0.366
C 3.469041 0.723921 -2.619223 -0.061 0.010 -0.259
C -0.812848 -0.279706 -0.809131 0.089 0.140 0.002
C -1.818187 -0.163961 0.126764 -0.013 0.092 0.038
H -4.422132 3.552780 4.631609 0.023 0.064 0.044
H -5.934995 2.658351 4.852854 -0.082 -0.033 0.056
H -5.600304 3.485033 3.325137 -0.055 0.115 -0.014
H -5.199125 1.070515 3.036284 0.082 0.015 -0.006
H -3.430560 -0.083880 4.384347 0.055 -0.097 0.045
H -3.198036 1.390158 5.326580 0.080 0.044 0.073
H -4.727778 0.513833 5.423773 -0.042 -0.040 0.070
H -3.553584 0.215144 1.852839 0.029 0.231 0.078
H -1.170484 2.958450 1.253404 -0.011 0.011 0.002
H 0.638338 2.745717 -0.400388 0.079 0.073 0.015
H 2.064166 0.747931 0.384304 0.176 0.021 -0.047
H 3.470800 1.761305 -0.020295 -0.041 -0.062 0.055
H 4.873922 -0.131374 -0.327709 -0.025 -0.014 0.011
H 3.676547 -0.900470 0.745749 0.104 0.122 -0.057
H 3.672574 -3.687545 -3.251564 0.218 0.075 0.015
H 1.820193 -5.082594 -4.632851 -0.045 -0.156 -0.164
H -0.555656 -4.400065 -3.485080 -0.163 0.034 0.058
H 4.892869 -0.936799 -2.747989 -0.056 0.014 -0.058
H 3.255771 -1.309697 -3.343192 0.121 0.115 0.076
H 3.099916 0.996060 -3.607952 0.151 -0.012 0.075
H 4.329060 1.347116 -2.365469 -0.024 -0.010 -0.013
H -0.711662 -1.180229 -1.394029 0.006 -0.089 -0.053
H -2.509779 -0.981599 0.275203 -0.071 -0.097 0.024
```
Positions in Å, forces in eV/Å.

* total energy: -1241.1872 a.u.
* HOMO level: -0.310 Ha
* F_max: 1.01 eV/A
* relative energy (zero: lowest compared OMol25 entry of this formula, charge and spin): 241.6 kJ/mol
* gap between HOMO and LUMO: 9.2 eV
* lowest unoccupied orbital energy: 0.02756 Ha

***

2.
Formula: C20H23N3O4
Source: the OMol25 dataset
Level of theory: ωB97M-V with the def2-TZVPD basis set

The geometry in XYZ format:
```
50
Properties=species:S:1:pos:R:3:forces:R:3
C 6.045825 -4.102921 3.076226 -2.990 2.334 0.156
O 5.216359 -4.637860 4.087782 -0.309 -1.305 0.653
C 4.193982 -3.856464 4.723660 1.902 -1.835 1.445
C 2.802889 -3.957265 4.193797 -1.173 0.856 -1.568
N 2.561456 -3.018722 3.324677 -1.897 -0.853 0.288
C 1.202082 -3.138154 3.085232 -2.625 1.130 -1.062
C 0.445908 -2.113227 2.201364 -0.977 -0.661 0.765
C -0.953723 -2.233942 1.873684 1.769 2.472 -0.881
C -1.481395 -1.208881 1.005638 0.461 -2.168 1.743
C -0.736030 -0.113297 0.662367 -1.152 1.308 -1.852
O -1.438141 0.912479 -0.051783 1.406 -1.327 0.142
C -1.251130 2.175234 0.585902 -0.490 -1.351 1.603
C -2.295252 3.099975 0.082064 0.464 2.976 1.328
N -1.838347 3.702681 -1.170292 -1.610 0.784 -0.363
C -2.926444 4.101702 -2.155402 2.616 -1.426 -0.989
C -3.220503 2.918008 -3.117727 0.397 -0.405 0.128
O -3.565352 1.682361 -2.430364 -1.722 0.996 0.066
C -2.066685 2.522449 -4.010805 0.442 2.353 -0.999
C -2.095954 1.239280 -4.523298 -0.426 1.028 1.572
C -1.069424 0.909660 -5.316221 1.377 -2.121 -2.723
C -0.092040 1.779113 -5.746232 -1.354 1.556 0.511
N -0.182065 3.091752 -5.422834 0.992 -0.535 -0.363
C -1.113381 3.480795 -4.575202 -1.358 -2.990 0.500
C 0.608111 -0.015459 0.929189 0.288 0.656 1.257
C 1.144848 -0.968997 1.762162 -0.222 -2.345 -0.636
C 0.615779 -4.158542 3.816449 1.774 1.940 -1.250
O 1.665838 -4.727161 4.491039 1.546 0.229 0.997
H 6.722243 -4.824487 2.751439 1.496 -1.081 0.098
H 5.397342 -3.918173 2.214332 0.159 0.314 -0.297
H 6.435293 -3.117569 3.404395 0.419 -0.630 -0.253
H 4.504213 -2.818502 4.627828 -0.457 0.185 0.206
H 4.280266 -4.199419 5.783217 -0.369 0.490 -0.639
H -1.635786 -2.925991 2.338082 0.113 -0.506 -0.290
H -2.477544 -1.326709 0.628811 -0.481 0.308 0.097
H -0.219289 2.511325 0.626895 0.186 0.487 -1.108
H -1.373137 1.956506 1.647044 -0.643 0.271 0.364
H -2.356440 3.927901 0.899212 -0.142 -1.100 -1.303
H -3.276817 2.654110 0.009393 -0.176 -0.475 0.074
H -1.231570 3.006087 -1.564047 0.185 0.019 -0.857
H -3.835220 4.438095 -1.754737 -1.108 0.125 1.411
H -2.591696 4.977328 -2.752830 0.108 -0.589 0.238
H -4.058102 3.230508 -3.819221 0.485 -0.741 1.101
H -2.861146 1.188602 -1.982714 0.385 0.853 -0.228
H -2.871482 0.533320 -4.243413 0.142 0.211 -0.136
H -1.122432 -0.043885 -5.840706 0.330 -0.159 0.373
H 0.611773 1.477179 -6.499601 0.437 0.062 0.026
H -1.175416 4.527519 -4.404355 -0.086 0.688 0.443
H 1.221229 0.861407 0.720756 -0.321 -0.262 -0.424
H 2.190768 -1.086352 1.879985 0.992 0.667 0.465
H -0.454260 -4.393396 3.949161 1.216 -0.433 0.171
```
Positions in Å, forces in eV/Å.

* total energy: -1240.9892 a.u.
* HOMO level: -0.311 Ha
* F_max: 3.80 eV/A
* relative energy (zero: lowest compared OMol25 entry of this formula, charge and spin): 761.5 kJ/mol
* gap between HOMO and LUMO: 9.1 eV
* lowest unoccupied orbital energy: 0.02198 Ha

***

3.
Formula: C20H23N3O6S
Source: the OMol25 dataset
Level of theory: ωB97M-V with the def2-TZVPD basis set

The geometry in XYZ format:
```
53
Properties=species:S:1:pos:R:3:forces:R:3
C -0.277529 0.777387 -3.126011 -0.212 0.281 0.277
C -0.944391 2.080318 -2.704850 0.050 -0.103 -0.621
O -1.187561 2.129526 -1.300885 0.088 -0.039 0.094
C -2.286025 1.532002 -0.838354 -0.523 -0.207 0.254
N -3.097296 0.934486 -1.698623 0.464 0.253 -0.201
C -4.193169 0.339988 -1.257310 -0.159 -0.086 0.228
C -4.544308 0.284037 0.079191 0.008 0.025 0.006
C -3.698699 0.895125 0.990461 0.192 0.080 -0.199
C -2.551349 1.544615 0.550503 -0.032 -0.052 -0.230
C -1.670109 2.157770 1.574448 -0.087 -0.053 0.226
O -1.734987 1.888847 2.748797 0.094 0.096 -0.055
O -0.797272 3.027384 1.056342 -0.132 0.061 -0.091
C 0.128781 3.626913 1.951856 0.034 0.237 0.589
C 1.146476 2.695348 2.627113 -0.175 0.260 -0.158
O 1.459047 2.908823 3.781564 -0.090 0.222 0.244
N 1.729468 1.728612 1.888744 0.213 -0.270 -0.023
C 1.429764 1.337393 0.530131 -0.199 -0.040 -0.425
C 0.720644 -0.024377 0.555906 -0.174 0.462 -0.474
N 1.514856 -1.016152 1.245156 0.663 -0.692 -0.511
S 2.690426 -1.719356 0.269427 -0.549 -0.014 0.056
O 3.583524 -2.442057 1.123097 -0.116 -0.155 0.209
O 3.251371 -0.772439 -0.659164 -0.216 -0.142 -0.123
C 1.655736 -2.861428 -0.638771 0.314 0.406 0.137
C 1.418000 -2.665952 -1.984874 0.128 0.138 -0.065
C 0.581700 -3.542594 -2.657885 -0.021 -0.044 0.015
C 0.000219 -4.599915 -1.976608 -0.006 0.029 -0.082
C 0.251546 -4.789152 -0.625661 0.077 0.047 0.109
C 1.083218 -3.912575 0.050581 -0.046 -0.165 0.066
C 1.927987 -0.600098 2.570909 0.524 0.117 0.400
C 2.604976 0.773067 2.544697 -0.006 -0.153 0.400
H -0.103531 0.793204 -4.198103 0.055 -0.025 -0.134
H 0.675088 0.656164 -2.615641 0.140 -0.034 0.017
H -0.923251 -0.064069 -2.886750 -0.021 -0.098 -0.025
H -0.286464 2.930381 -2.899546 -0.116 -0.066 0.036
H -1.890381 2.209798 -3.238085 0.202 0.079 0.047
H -4.805873 -0.112443 -2.025739 -0.132 -0.082 0.024
H -5.443255 -0.217239 0.397559 -0.087 -0.049 0.011
H -3.905854 0.887231 2.050442 0.010 -0.004 0.071
H -0.407850 4.121475 2.768654 0.183 -0.105 -0.161
H 0.662654 4.373505 1.358235 -0.070 -0.101 0.055
H 0.816396 2.077315 0.022529 0.138 -0.119 0.039
H 2.376316 1.217667 -0.008601 -0.167 0.115 0.058
H 0.543969 -0.386907 -0.456894 -0.200 0.129 -0.061
H -0.239508 0.057771 1.076024 0.064 -0.072 -0.066
H 1.898712 -1.840030 -2.485427 0.019 0.093 -0.105
H 0.387112 -3.401598 -3.710189 -0.008 0.018 -0.086
H -0.649738 -5.283729 -2.501904 -0.057 -0.055 -0.041
H -0.200061 -5.618166 -0.102477 -0.026 -0.062 0.057
H 1.305575 -4.029884 1.098776 -0.052 -0.096 0.161
H 2.616409 -1.358822 2.942179 -0.081 0.098 0.202
H 1.036734 -0.564446 3.205539 0.050 -0.024 -0.060
H 2.799635 1.129232 3.557123 0.053 -0.074 -0.154
H 3.542119 0.708043 1.982372 -0.005 0.035 0.063
```
Positions in Å, forces in eV/Å.

* total energy: -1789.8384 a.u.
* HOMO level: -0.325 Ha
* F_max: 1.09 eV/A
* relative energy (zero: lowest compared OMol25 entry of this formula, charge and spin): 134.3 kJ/mol
* gap between HOMO and LUMO: 9.0 eV
* lowest unoccupied orbital energy: 0.00404 Ha

***

4.
Formula: C20H23N5O4
Source: the OMol25 dataset
Level of theory: ωB97M-V with the def2-TZVPD basis set

The geometry in XYZ format:
```
52
Properties=species:S:1:pos:R:3:forces:R:3
O -0.505422 -3.765177 0.598057 0.062 -0.333 0.159
C -0.864799 -2.804090 -0.038284 -0.233 0.289 -0.151
C -2.315736 -2.560787 -0.457731 -0.022 -0.089 0.084
N -2.610433 -1.142586 -0.475863 -0.219 -0.133 -0.210
C -3.532778 -0.693044 -1.504060 -0.076 0.201 -0.249
C -3.319110 0.809819 -1.724396 -0.141 -0.100 0.054
C -2.996781 1.531926 -0.403015 -0.265 0.150 -0.003
N -1.573829 1.704587 -0.215713 0.052 -0.240 0.136
C -1.012637 2.937272 -0.132925 0.204 -0.138 -0.042
O -1.614121 3.962167 -0.378348 -0.197 0.358 -0.083
N 0.332209 2.981110 0.188644 0.224 0.559 -0.166
C 1.166604 2.097068 0.862171 0.153 -0.383 0.253
C 0.702946 1.056244 1.666148 -0.127 0.140 -0.036
C 1.597187 0.220539 2.311850 0.163 -0.025 0.020
C 2.960736 0.416075 2.191927 -0.011 -0.063 0.124
C 3.429305 1.473786 1.428274 -0.058 0.103 0.105
C 2.545159 2.304282 0.769806 -0.078 0.041 0.001
C -3.597103 0.752103 0.768235 0.146 0.064 -0.134
C -3.017094 -0.665503 0.840516 -0.012 0.073 0.269
N -0.058428 -1.815673 -0.518923 -0.178 0.352 -0.234
C 1.321919 -1.689127 -0.459323 0.675 -0.201 0.068
C 2.137231 -2.618347 0.189784 -0.157 -0.097 0.038
C 3.510842 -2.452458 0.202499 -0.029 0.175 -0.158
C 4.099405 -1.364876 -0.415800 0.099 0.192 -0.175
C 3.281128 -0.440867 -1.052852 -0.581 -1.178 0.554
N 3.866603 0.711796 -1.686213 0.123 0.380 -0.291
O 5.065983 0.857850 -1.596269 0.343 0.108 0.037
O 3.122872 1.473804 -2.267891 -0.128 0.235 -0.167
C 1.904302 -0.592530 -1.086654 0.199 0.051 -0.036
H -2.417954 -2.973342 -1.466373 -0.017 0.035 0.050
H -2.974488 -3.138594 0.207250 0.135 0.060 -0.058
H -3.325770 -1.232259 -2.430865 -0.054 -0.019 0.075
H -4.579148 -0.896138 -1.228057 0.009 -0.062 -0.028
H -4.215633 1.238138 -2.171014 -0.045 0.042 -0.059
H -2.492950 0.974478 -2.416960 -0.021 0.009 -0.024
H -3.404010 2.547436 -0.427811 0.061 -0.229 0.001
H -1.012979 0.879180 -0.094525 0.082 0.058 0.031
H 0.745963 3.878011 -0.029171 -0.218 -0.099 0.027
H -0.354322 0.924930 1.835027 -0.088 -0.009 0.004
H 1.218968 -0.582901 2.926566 -0.045 -0.082 0.054
H 3.651821 -0.237138 2.701043 0.069 -0.076 0.037
H 4.491087 1.651573 1.342981 0.098 0.025 -0.037
H 2.913952 3.126251 0.173832 0.053 0.067 -0.113
H -4.677522 0.709269 0.627843 -0.053 -0.018 0.028
H -3.405004 1.276284 1.704660 -0.063 0.014 0.003
H -2.134699 -0.695408 1.488263 -0.053 0.006 0.073
H -3.768091 -1.338753 1.288110 0.108 0.007 -0.045
H -0.568499 -1.079396 -1.000390 0.069 -0.198 0.176
H 1.681676 -3.465902 0.674856 -0.010 -0.020 0.012
H 4.127320 -3.182371 0.703248 0.063 -0.064 0.046
H 5.167249 -1.215683 -0.413170 0.042 0.009 0.010
H 1.306876 0.146981 -1.598992 -0.055 0.056 -0.029
```
Positions in Å, forces in eV/Å.

* total energy: -1350.6456 a.u.
* HOMO level: -0.311 Ha
* F_max: 1.43 eV/A
* relative energy (zero: lowest compared OMol25 entry of this formula, charge and spin): 336.9 kJ/mol
* gap between HOMO and LUMO: 8.0 eV
* lowest unoccupied orbital energy: -0.01908 Ha

***

5.
Formula: C20H23NO3
Source: the OMol25 dataset
Level of theory: ωB97M-V with the def2-TZVPD basis set

The geometry in XYZ format:
```
47
Properties=species:S:1:pos:R:3:forces:R:3
O -3.658836 2.382415 -1.140817 0.153 0.058 0.036
C -2.507027 2.582417 -0.804093 -0.152 -0.050 -0.020
C -1.785487 3.813662 -1.227692 -0.023 0.345 -0.230
C -0.442053 3.785246 -1.593457 -0.141 -0.038 0.021
C 0.183120 4.941954 -2.022303 0.108 0.057 -0.056
C -0.520350 6.134274 -2.081573 0.044 0.013 -0.021
C -1.860146 6.166464 -1.729789 -0.035 0.065 -0.009
C -2.493140 5.009567 -1.316359 0.000 -0.141 0.059
C -1.760757 1.623214 0.038061 -0.021 -0.385 0.153
C -2.132668 0.280393 0.017206 0.049 0.317 -0.025
C -1.485688 -0.658852 0.794269 0.036 -0.276 0.181
C -0.456772 -0.257936 1.641800 -0.049 0.381 -0.058
O 0.246671 -1.067995 2.476842 0.059 0.328 -0.168
C -0.104022 -2.422874 2.645594 0.050 -0.698 -0.181
C 0.504322 -3.383657 1.605994 0.187 0.240 0.409
O -0.298013 -3.426992 0.452058 -0.232 0.040 -0.162
C 1.936831 -2.980271 1.232764 -0.357 0.008 0.000
N 2.373681 -3.773307 0.106683 0.134 0.071 0.009
C 2.705438 -5.161456 0.423540 -0.180 -0.300 0.111
C 3.775549 -5.587309 -0.595172 -0.033 0.006 -0.038
C 3.909518 -4.379755 -1.527250 0.043 0.123 0.095
C 3.502718 -3.222956 -0.624872 0.050 0.062 -0.250
C -0.089773 1.091696 1.682735 0.085 -0.275 0.131
C -0.726817 2.018121 0.889715 -0.155 -0.086 -0.093
H 0.103022 2.852903 -1.563000 0.049 -0.046 0.034
H 1.223528 4.914356 -2.312010 0.070 -0.005 -0.031
H -0.025595 7.036709 -2.409752 0.039 0.067 -0.021
H -2.411672 7.093477 -1.784606 -0.041 0.069 0.005
H -3.539567 5.013933 -1.049560 -0.088 -0.011 0.004
H -2.937447 -0.019627 -0.637302 -0.071 -0.028 -0.039
H -1.765189 -1.696576 0.717953 0.022 -0.047 -0.001
H 0.293728 -2.684219 3.630514 -0.090 -0.016 -0.105
H -1.190462 -2.555399 2.654351 0.052 0.022 0.059
H 0.514618 -4.385794 2.068739 0.024 0.148 0.041
H 0.294529 -3.644535 -0.283988 0.117 -0.005 0.019
H 1.932938 -1.931641 0.924470 -0.003 -0.050 0.072
H 2.592697 -3.081818 2.114207 0.022 0.004 -0.068
H 3.087300 -5.254770 1.451325 -0.042 0.016 -0.028
H 1.803294 -5.773783 0.343175 0.065 -0.051 0.128
H 3.489983 -6.488509 -1.133905 0.054 -0.049 0.026
H 4.721784 -5.780570 -0.089752 -0.009 -0.037 -0.010
H 3.205575 -4.460539 -2.355265 0.008 0.039 -0.047
H 4.914308 -4.266486 -1.928189 0.016 0.003 -0.066
H 4.333726 -2.945473 0.044950 -0.011 0.002 -0.007
H 3.189609 -2.335392 -1.178142 0.074 0.025 0.051
H 0.700454 1.385103 2.356325 0.073 0.037 0.089
H -0.443536 3.058508 0.951363 0.049 0.046 0.001
```
Positions in Å, forces in eV/Å.

* total energy: -1056.3799 a.u.
* HOMO level: -0.314 Ha
* F_max: 0.72 eV/A
* relative energy (zero: lowest compared OMol25 entry of this formula, charge and spin): 146.8 kJ/mol
* gap between HOMO and LUMO: 9.0 eV
* lowest unoccupied orbital energy: 0.01611 Ha